Entry 1:
Computed, not measured: a structure of composition C17H33F2N9SSi2Tb at a distorted geometry, with wB97M-V/def2-TZVPD.

Summary:
Gap between HOMO and LUMO (alpha / beta) = 7.30 / 7.76 eV
Total charge = +1
<S²> = 12.607
Relative energy (zero: lowest compared OMol25 entry of this formula, charge and spin) = 43.11 kJ/mol
E = -86031.9306 eV
2S+1 = 7
E_LUMO (alpha / beta) = -3.43 / -3.08 eV
HOMO level (alpha / beta) = -10.73 / -10.84 eV

Element x y z (Å)
Tb (0.056, 0.505, 0.136)
N (-1.457, 3.845, -1.414)
C (-2.363, 3.011, -0.900)
N (-3.557, 3.515, -0.617)
C (-4.471, 2.644, -0.203)
N (-5.660, 3.114, 0.186)
N (-4.293, 1.305, -0.174)
C (-3.088, 0.902, -0.506)
N (-2.042, 1.693, -0.779)
C (-2.880, -0.553, -0.717)
C (-3.915, -1.459, -0.542)
C (-3.739, -2.759, -0.990)
C (-2.537, -3.102, -1.588)
C (-1.529, -2.155, -1.640)
N (-1.681, -0.906, -1.203)
H (-1.668, 4.827, -1.400)
H (-0.504, 3.557, -1.522)
H (-5.854, 4.093, 0.062)
H (-6.408, 2.466, 0.353)
H (-4.843, -1.122, -0.105)
H (-4.536, -3.483, -0.890)
H (-2.368, -4.094, -1.982)
H (-0.551, -2.399, -2.039)
N (-1.662, -0.139, 2.441)
N (-2.299, -1.339, 2.781)
C (-1.755, -2.522, 2.385)
N (-2.284, -3.614, 2.956)
S (-0.537, -2.635, 1.261)
H (-1.006, 0.121, 3.171)
H (-2.369, 0.585, 2.385)
H (-2.825, -1.339, 3.644)
H (-2.994, -3.577, 3.668)
H (-1.922, -4.509, 2.679)
C (4.300, -2.228, 0.991)
Si (3.241, -0.670, 1.073)
C (4.331, 0.853, 1.291)
C (2.223, -0.741, 2.687)
C (2.080, -0.641, -0.416)
Si (2.656, 0.146, -2.024)
C (3.548, -1.062, -3.162)
C (1.048, 0.764, -2.888)
C (3.747, 1.678, -1.873)
H (4.984, -2.303, 1.839)
H (4.897, -2.238, 0.075)
H (3.670, -3.121, 0.988)
H (4.771, 0.848, 2.290)
H (3.759, 1.777, 1.180)
H (5.148, 0.878, 0.568)
H (2.867, -1.005, 3.529)
H (1.433, -1.489, 2.633)
H (1.783, 0.234, 2.922)
H (1.834, -1.693, -0.623)
H (2.920, -1.915, -3.432)
H (4.440, -1.455, -2.667)
H (3.869, -0.576, -4.086)
H (0.265, -0.001, -2.903)
H (1.237, 1.045, -3.925)
H (0.653, 1.663, -2.395)
H (4.759, 1.407, -1.568)
H (3.364, 2.401, -1.151)
H (3.821, 2.177, -2.842)
F (1.178, 2.468, 0.188)
C (0.046, 2.872, 1.090)
F (0.178, 1.751, 2.068)
H (0.491, 3.698, 1.649)

Want to see where the charge sits? The Löwdin charges in e are: number 1, Tb, carries 1.52; number 2, N, carries 0.19; number 3, C, carries -0.45; number 4, N, carries 0.19; number 5, C, carries -0.43; number 6, N, carries 0.18; number 7, N, carries 0.18; number 8, C, carries -0.32; number 9, N, carries 0.06; number 10, C, carries -0.24; number 11, C, carries 0.01; number 12, C, carries -0.03; number 13, C, carries -0.04; number 14, C, carries -0.18; number 15, N, carries -0.01; number 16, H, carries 0.12; number 17, H, carries 0.08; number 18, H, carries 0.12; number 19, H, carries 0.11; number 20, H, carries 0.12; number 21, H, carries 0.12; number 22, H, carries 0.12; number 23, H, carries 0.12; number 24, N, carries 0.00; number 25, N, carries -0.07; number 26, C, carries -0.85; number 27, N, carries 0.11; number 28, S, carries 0.72; number 29, H, carries 0.09; number 30, H, carries 0.10; number 31, H, carries 0.15; number 32, H, carries 0.11; number 33, H, carries 0.10; number 34, C, carries -0.17; number 35, Si, carries 0.40; number 36, C, carries -0.18; number 37, C, carries -0.20; number 38, C, carries -0.51; number 39, Si, carries 0.41; number 40, C, carries -0.17; number 41, C, carries -0.20; number 42, C, carries -0.18; number 43, H, carries 0.04; number 44, H, carries 0.03; number 45, H, carries 0.03; number 46, H, carries 0.04; number 47, H, carries 0.02; number 48, H, carries 0.03; number 49, H, carries 0.04; number 50, H, carries -0.04; number 51, H, carries 0.01; number 52, H, carries 0.00; number 53, H, carries 0.03; number 54, H, carries 0.03; number 55, H, carries 0.04; number 56, H, carries 0.01; number 57, H, carries 0.04; number 58, H, carries 0.00; number 59, H, carries 0.03; number 60, H, carries 0.02; number 61, H, carries 0.04; number 62, F, carries -0.28; number 63, C, carries -0.13; number 64, F, carries -0.29; number 65, H, carries 0.07

---

Entry 2:
Computed, not measured: a structure of composition C27H49AlBBrCl5F2N7O17PS at a distorted geometry, with wB97M-V/def2-TZVPD.

Summary:
Gap between HOMO and LUMO = 0.89 eV
Total charge = +1
E = -239506.3716 eV
2S+1 = 1
E_LUMO = -9.32 eV
HOMO level = -10.21 eV

Element x y z (Å)
N (2.454, 3.404, 1.966)
C (1.071, 3.487, 2.587)
C (0.600, 2.087, 3.029)
C (0.045, 1.151, 1.942)
N (-1.129, 1.603, 1.209)
C (-2.253, 0.813, 1.553)
N (-3.255, 1.104, 2.291)
F (-3.350, 2.259, 2.936)
N (-2.198, -0.432, 0.908)
C (-1.438, -0.226, -0.325)
C (-2.273, -0.571, -1.638)
C (-3.780, -0.802, -1.411)
C (-4.605, 0.493, -1.374)
S (-5.937, 0.409, -0.213)
O (-6.148, 1.712, 0.356)
O (-5.697, -0.588, 0.817)
O (-7.187, 0.011, -1.043)
C (-0.241, -1.129, -0.350)
O (-0.134, -2.024, 0.457)
N (0.762, -0.894, -1.350)
C (2.057, -0.902, -0.790)
O (2.681, -1.783, -0.303)
F (2.553, 0.336, -0.835)
C (-1.171, 1.342, -0.234)
C (-0.045, 2.029, -0.956)
C (-0.345, 2.252, -2.437)
N (-1.755, 2.623, -2.641)
H (2.396, 4.012, 1.158)
H (2.637, 2.458, 1.645)
H (1.190, 4.099, 3.533)
H (0.348, 4.052, 1.904)
H (1.490, 1.554, 3.389)
H (-0.092, 2.125, 3.866)
H (-0.148, 0.198, 2.437)
H (0.888, 0.967, 1.276)
H (-4.071, 0.455, 2.363)
H (-1.806, -1.109, 1.561)
H (-1.900, -1.490, -2.091)
H (-2.147, 0.203, -2.389)
H (-3.986, -1.426, -0.557)
H (-4.151, -1.361, -2.269)
H (-4.030, 1.387, -1.175)
H (-5.028, 0.625, -2.374)
H (-7.942, 0.503, -0.676)
H (0.676, -1.465, -2.183)
H (-2.104, 1.749, -0.597)
H (0.906, 1.536, -0.842)
H (0.065, 3.011, -0.491)
H (0.296, 3.072, -2.767)
H (-0.072, 1.406, -3.061)
H (-1.929, 2.659, -3.640)
H (-1.887, 3.584, -2.339)
B (-9.028, 1.062, -5.684)
O (-8.355, 2.216, -5.041)
C (-7.286, 1.787, -4.404)
O (-6.513, 2.455, -3.773)
C (-7.190, 0.270, -4.597)
O (-6.327, -0.432, -4.140)
O (-8.202, -0.121, -5.335)
O (-10.408, 0.910, -5.198)
C (-11.246, 0.986, -6.224)
O (-12.433, 0.902, -6.175)
C (-10.396, 1.203, -7.507)
O (-10.818, 1.316, -8.615)
O (-9.122, 1.239, -7.141)
Al (2.809, 3.523, 4.026)
C (5.350, 5.728, 1.654)
O (6.251, 4.631, 1.785)
P (5.909, 3.169, 1.010)
O (4.622, 3.004, 1.823)
O (7.111, 2.339, 1.688)
C (8.407, 2.837, 2.026)
O (5.433, 2.002, -0.066)
C (5.001, 0.738, 0.428)
H (5.879, 6.622, 1.976)
H (5.030, 5.851, 0.617)
H (4.485, 5.578, 2.300)
H (8.395, 3.224, 3.044)
H (8.740, 3.611, 1.344)
H (9.096, 1.997, 1.976)
H (3.986, 0.823, 0.788)
H (5.649, 0.378, 1.226)
H (5.029, 0.035, -0.399)
C (0.751, -6.863, -1.536)
C (1.344, -7.305, -0.206)
N (2.632, -6.709, 0.082)
C (3.343, -7.347, 1.172)
C (2.721, -7.254, 2.574)
C (2.686, -5.264, 0.034)
C (1.742, -4.482, 0.962)
H (1.452, -7.038, -2.352)
H (-0.154, -7.433, -1.740)
H (0.477, -5.807, -1.534)
H (1.477, -8.388, -0.236)
H (0.617, -7.104, 0.596)
H (4.360, -6.950, 1.204)
H (3.454, -8.404, 0.918)
H (2.833, -6.260, 3.003)
H (3.235, -7.951, 3.236)
H (1.665, -7.519, 2.573)
H (2.482, -4.951, -0.993)
H (3.715, -4.949, 0.217)
H (0.727, -4.881, 0.938)
H (1.687, -3.454, 0.636)
H (2.088, -4.481, 1.994)
Cl (6.941, 4.015, -0.625)
C (6.108, 2.324, 6.888)
Cl (4.375, 2.287, 7.255)
Cl (6.335, 2.285, 5.129)
Cl (6.813, 3.799, 7.536)
Cl (6.888, 0.921, 7.607)
Br (-1.534, 4.713, 1.428)

Results of the Löwdin charge analysis, in e, for atoms 1 through 99: number 1, N, carries -0.04; number 2, C, carries -0.38; number 3, C, carries -0.17; number 4, C, carries -0.13; number 5, N, carries -0.02; number 6, C, carries -0.21; number 7, N, carries 0.21; number 8, F, carries 0.09; number 9, N, carries 0.17; number 10, C, carries -0.25; number 11, C, carries -0.06; number 12, C, carries -0.18; number 13, C, carries -0.20; number 14, S, carries 0.59; number 15, O, carries -0.29; number 16, O, carries -0.31; number 17, O, carries -0.11; number 18, C, carries -0.34; number 19, O, carries 0.15; number 20, N, carries 0.18; number 21, C, carries -0.48; number 22, O, carries 0.21; number 23, F, carries 0.11; number 24, C, carries -0.21; number 25, C, carries -0.14; number 26, C, carries -0.24; number 27, N, carries 0.02; number 28, H, carries 0.13; number 29, H, carries 0.08; number 30, H, carries 0.00; number 31, H, carries -0.09; number 32, H, carries 0.09; number 33, H, carries 0.13; number 34, H, carries 0.14; number 35, H, carries 0.12; number 36, H, carries 0.21; number 37, H, carries 0.16; number 38, H, carries 0.12; number 39, H, carries 0.11; number 40, H, carries 0.09; number 41, H, carries 0.13; number 42, H, carries 0.09; number 43, H, carries 0.09; number 44, H, carries 0.13; number 45, H, carries 0.17; number 46, H, carries 0.12; number 47, H, carries 0.08; number 48, H, carries 0.09; number 49, H, carries 0.12; number 50, H, carries 0.11; number 51, H, carries 0.09; number 52, H, carries 0.09; number 53, B, carries -0.85; number 54, O, carries 0.25; number 55, C, carries -0.40; number 56, O, carries 0.14; number 57, C, carries -0.40; number 58, O, carries 0.12; number 59, O, carries 0.25; number 60, O, carries 0.24; number 61, C, carries -0.36; number 62, O, carries 0.20; number 63, C, carries -0.36; number 64, O, carries 0.20; number 65, O, carries 0.25; number 66, Al, carries 0.91; number 67, C, carries -0.12; number 68, O, carries -0.33; number 69, P, carries 0.15; number 70, O, carries -0.31; number 71, O, carries -0.29; number 72, C, carries -0.11; number 73, O, carries -0.32; number 74, C, carries -0.11; number 75, H, carries 0.10; number 76, H, carries 0.08; number 77, H, carries 0.05; number 78, H, carries 0.07; number 79, H, carries 0.06; number 80, H, carries 0.10; number 81, H, carries 0.05; number 82, H, carries 0.10; number 83, H, carries 0.09; number 84, C, carries -0.07; number 85, C, carries -0.24; number 86, N, carries -0.14; number 87, C, carries -0.22; number 88, C, carries -0.07; number 89, C, carries -0.22; number 90, C, carries -0.07; number 91, H, carries 0.09; number 92, H, carries 0.08; number 93, H, carries 0.06; number 94, H, carries 0.13; number 95, H, carries 0.12; number 96, H, carries 0.12; number 97, H, carries 0.12; number 98, H, carries 0.06; number 99, H, carries 0.08

---

Entry 3:
Computed, not measured: a structure of composition C26H29Cl2N5OSeV, with wB97M-V/def2-TZVPD.

Summary:
Gap between HOMO and LUMO (alpha / beta) = 6.29 / 6.85 eV
Total charge = +1
<S²> = 2.018
Relative energy (zero: lowest compared OMol25 entry of this formula, charge and spin) = 9.02 kJ/mol
E = -153005.8190 eV
2S+1 = 3
E_LUMO (alpha / beta) = -3.55 / -3.00 eV
HOMO level (alpha / beta) = -9.84 / -9.84 eV

Element x y z (Å)
V (-1.652, 0.618, 0.890)
C (2.529, -3.568, -0.690)
C (2.956, -2.645, -1.796)
C (3.598, -3.121, -2.935)
C (3.980, -2.266, -3.958)
C (3.735, -0.904, -3.862)
C (3.108, -0.405, -2.732)
C (2.722, -1.272, -1.717)
N (2.059, -0.741, -0.562)
C (0.754, -0.413, -0.529)
N (0.068, -0.604, -1.661)
C (-1.274, -0.295, -1.970)
C (-2.135, 0.235, -1.016)
C (-3.450, 0.509, -1.419)
C (-3.876, 0.266, -2.710)
C (-2.983, -0.267, -3.635)
C (-1.675, -0.558, -3.290)
C (-0.719, -1.134, -4.301)
N (0.196, 0.057, 0.599)
C (1.109, 0.203, 1.714)
C (1.827, 1.389, 1.827)
C (2.708, 1.575, 2.876)
C (2.857, 0.571, 3.824)
C (2.142, -0.608, 3.705)
C (1.265, -0.826, 2.644)
C (0.548, -2.144, 2.524)
H (2.721, -4.605, -0.960)
H (1.464, -3.463, -0.476)
H (3.072, -3.359, 0.235)
H (3.797, -4.182, -3.020)
H (4.476, -2.666, -4.833)
H (4.041, -0.234, -4.653)
H (2.921, 0.657, -2.622)
H (2.563, -0.671, 0.310)
H (0.620, -0.975, -2.422)
H (-4.154, 0.927, -0.705)
H (-4.893, 0.487, -3.005)
H (-3.312, -0.461, -4.648)
H (-1.213, -1.263, -5.260)
H (-0.343, -2.115, -3.995)
H (0.144, -0.481, -4.465)
H (1.676, 2.166, 1.087)
H (3.257, 2.502, 2.967)
H (3.527, 0.712, 4.661)
H (2.261, -1.385, 4.451)
H (0.225, -2.491, 3.505)
H (1.211, -2.910, 2.115)
H (-0.320, -2.087, 1.868)
Cl (-3.214, -1.155, 1.558)
C (-3.014, -1.026, 3.349)
Cl (-1.788, 0.206, 3.654)
H (-2.695, -1.997, 3.708)
H (-3.969, -0.716, 3.757)
C (-3.743, 4.230, 0.840)
C (-2.396, 3.643, 1.072)
N (-1.364, 4.410, 1.322)
O (-2.256, 2.382, 1.026)
H (-3.669, 5.225, 0.405)
H (-4.225, 4.295, 1.819)
H (-4.329, 3.582, 0.194)
H (-1.525, 5.396, 1.457)
H (-0.578, 3.995, 1.841)
Se (-0.219, 2.956, 4.029)
C (-2.007, 3.318, 4.059)
N (-3.149, 3.499, 3.961)

Want to see where the charge sits? The natural (NBO) charges in e are: number 1, V, carries 1.45; number 2, C, carries -0.64; number 3, C, carries -0.04; number 4, C, carries -0.19; number 5, C, carries -0.18; number 6, C, carries -0.21; number 7, C, carries -0.22; number 8, C, carries 0.15; number 9, N, carries -0.61; number 10, C, carries 0.68; number 11, N, carries -0.59; number 12, C, carries 0.20; number 13, C, carries -0.50; number 14, C, carries -0.22; number 15, C, carries -0.21; number 16, C, carries -0.17; number 17, C, carries -0.04; number 18, C, carries -0.65; number 19, N, carries -0.73; number 20, C, carries 0.05; number 21, C, carries -0.20; number 22, C, carries -0.20; number 23, C, carries -0.16; number 24, C, carries -0.20; number 25, C, carries -0.01; number 26, C, carries -0.64; number 27, H, carries 0.24; number 28, H, carries 0.22; number 29, H, carries 0.22; number 30, H, carries 0.22; number 31, H, carries 0.23; number 32, H, carries 0.23; number 33, H, carries 0.23; number 34, H, carries 0.44; number 35, H, carries 0.44; number 36, H, carries 0.21; number 37, H, carries 0.23; number 38, H, carries 0.22; number 39, H, carries 0.24; number 40, H, carries 0.22; number 41, H, carries 0.22; number 42, H, carries 0.22; number 43, H, carries 0.23; number 44, H, carries 0.23; number 45, H, carries 0.22; number 46, H, carries 0.23; number 47, H, carries 0.23; number 48, H, carries 0.21; number 49, Cl, carries 0.09; number 50, C, carries -0.38; number 51, Cl, carries 0.12; number 52, H, carries 0.24; number 53, H, carries 0.25; number 54, C, carries -0.71; number 55, C, carries 0.76; number 56, N, carries -0.74; number 57, O, carries -0.77; number 58, H, carries 0.24; number 59, H, carries 0.30; number 60, H, carries 0.24; number 61, H, carries 0.42; number 62, H, carries 0.44; number 63, Se, carries -0.34; number 64, C, carries 0.03; number 65, N, carries -0.52

---

Q: total charge of number 2 (C27H49AlBBrCl5F2N7O17PS)?
A: +1